No. 1
16
Properties=species:S:1:pos:R:3:forces:R:3:nbo_charge:R:1 method="wB97M-V/def2-TZVPD" de_lowest_kcal_mol=85.4 total_energy_ha=-308.76206 homo_ev=-8.36 spin_multiplicity=1 smiles=C[C@@H](O)CCO gap_ev=9.3
C 1.64518 -1.01605 -0.66456 0.086 -0.022 0.023 -0.64
C 0.66547 -0.00094 -0.10411 0.318 -0.162 0.519 0.07
O 0.35996 1.00247 -1.09216 -0.098 -0.168 -0.080 -0.73
C -0.60127 -0.62063 0.43499 1.023 0.326 2.048 -0.37
C -1.53729 0.63571 1.25835 -0.820 -1.716 -2.644 -0.12
O -2.20705 0.59640 -0.01933 -2.964 2.915 -0.757 -0.76
H 2.56317 -0.51437 -0.98190 -0.072 -0.083 -0.007 0.22
H 1.89838 -1.76093 0.09486 -0.004 0.084 -0.091 0.22
H 1.22498 -1.55063 -1.52924 -0.008 0.122 0.163 0.20
H 1.09521 0.54932 0.72935 0.446 0.117 -0.121 0.18
H 0.32690 0.57431 -1.96055 0.002 0.086 0.227 0.47
H -0.49000 -1.34659 1.21153 1.082 -0.672 0.457 0.21
H -1.03638 -1.21302 -0.44770 -0.486 1.346 1.472 0.21
H -1.44538 1.75096 1.52068 1.520 -1.612 -0.298 0.19
H -2.23618 0.29348 2.05393 0.614 -0.496 -0.675 0.17
H -1.52251 1.00673 -0.57740 -0.639 -0.062 -0.237 0.48

No. 2
35
Properties=species:S:1:pos:R:3:forces:R:3:nbo_charge:R:1 method="wB97M-V/def2-TZVPD" de_lowest_kcal_mol=46.9 total_energy_ha=-842.41181 homo_ev=-5.01 spin_multiplicity=1 total_charge=-1 gap_ev=7.7
C 22.04500 -13.36100 4.55900 -0.982 2.001 0.802 -0.63
C 22.65700 -12.59900 3.39200 -2.479 -0.402 0.179 -0.06
O 21.68700 -11.79900 2.84400 0.168 0.885 -0.266 -1.03
H 22.73800 -14.01600 4.93500 2.130 -1.667 1.312 0.18
H 21.20400 -14.00600 4.31900 -0.411 0.447 -0.423 0.19
H 21.77700 -12.62500 5.38100 0.036 -0.801 -1.184 0.17
H 22.92000 -13.39400 2.70000 1.377 0.062 -0.397 0.14
H 23.44500 -11.95800 3.77200 1.256 -0.526 -0.033 0.12
O 22.32100 -10.09300 5.09600 2.471 0.901 0.166 -0.96
H 23.24100 -9.78400 4.86800 -1.312 -0.046 0.627 0.46
H 22.20600 -10.68800 4.34900 -0.979 -0.555 -0.951 0.50
O 19.68900 -10.27900 4.03600 -3.085 1.759 0.320 -0.97
H 19.69200 -10.60200 4.91900 -0.088 -0.379 1.245 0.46
H 20.47100 -10.61200 3.69900 2.615 -1.411 -1.724 0.48
O 19.67300 -11.44600 6.82400 -0.300 -1.286 -1.143 -0.94
H 18.79900 -11.19800 7.06500 -1.451 0.015 0.024 0.46
H 20.17000 -10.88500 7.36900 1.893 1.149 1.125 0.48
O 22.82800 -11.44600 7.53000 0.162 0.167 0.235 -0.98
H 22.85200 -11.06100 6.64900 -0.210 0.757 -0.395 0.49
H 22.74100 -12.36700 7.30000 -0.063 -0.861 0.440 0.47
O 21.17700 -14.84100 1.47500 -0.509 -1.243 -0.332 -0.94
H 20.88800 -15.47400 2.14500 0.297 -0.192 -0.303 0.46
H 21.47400 -14.12500 2.01000 0.238 1.383 0.357 0.48
O 21.43600 -14.12900 7.36000 -0.375 0.389 -0.051 -0.95
H 21.60600 -14.84400 6.75400 0.330 -0.624 -0.145 0.46
H 21.08000 -13.47400 6.73400 -0.201 0.052 0.606 0.49
O 19.82600 -16.18500 3.67200 0.759 -1.976 1.608 -0.96
H 19.42800 -15.44200 3.28400 -1.150 1.781 -0.552 0.48
H 19.62200 -16.18600 4.62900 0.094 0.238 -0.954 0.48
O 23.10300 -11.53900 0.40400 0.998 -0.155 -1.698 -0.97
H 23.62600 -10.87700 0.83300 0.552 0.618 0.195 0.45
H 22.45600 -11.70100 1.06700 -1.379 -0.420 1.595 0.49
O 20.06100 -11.36900 0.78200 -2.094 0.626 0.164 -0.99
H 20.60900 -11.55600 0.05100 1.116 -0.312 -0.989 0.46
H 20.58000 -11.42700 1.58700 0.579 -0.378 0.538 0.51

No. 3
9
Properties=species:S:1:pos:R:3:forces:R:3:nbo_charge:R:1 method="wB97M-V/def2-TZVPD" de_lowest_kcal_mol=69.1 total_energy_ha=-586.18424 homo_ev="-9.92 / -9.91" spin_multiplicity=1 gap_ev="7.6 / 7.6"
C -1.95608 0.32100 0.05218 -0.109 0.037 0.197 0.36
C 0.23924 -0.66631 0.45607 0.716 -0.846 -1.873 -0.42
N -3.04307 0.54161 0.33919 -1.569 0.323 0.611 -0.33
N -0.78339 0.03112 -0.40189 4.028 1.502 -1.226 -0.42
S 0.06072 2.04230 -1.18904 -1.281 -2.189 2.195 0.04
H 0.06048 -1.77808 0.45292 0.058 0.953 -0.827 0.22
H 1.29902 -0.43875 0.10441 -1.689 -0.357 0.180 0.23
H 0.19522 -0.49275 1.48271 -0.311 1.210 1.748 0.20
H -0.15814 2.70519 0.01875 0.157 -0.633 -1.004 0.14

No. 4
14
Properties=species:S:1:pos:R:3:forces:R:3:lowdin_spin:R:1 method="wB97M-V/def2-TZVPD" total_energy_ha=-1109.24174 homo_ev="-6.82 / -9.29" spin_multiplicity=3 gap_ev="6.3 / 6.0"
C -0.60405 -0.37294 -1.20533 4.208 3.594 0.213 0.03
C 1.08047 1.29226 0.03301 1.785 1.858 1.412 0.04
C 0.84988 1.11066 -1.36154 -2.786 -2.290 -3.104 0.00
C -1.24819 -1.32814 0.99979 1.616 0.571 1.626 0.01
N -0.49027 -0.51857 0.12077 0.936 1.625 -0.262 0.10
N 0.44477 0.34318 0.76649 -2.377 -2.573 -3.543 0.52
O -1.04090 -0.91742 -2.12970 -1.425 -1.012 -0.852 0.04
O 1.73256 2.14444 0.63081 -0.478 -0.401 -1.525 0.14
F 0.39108 2.20647 -2.03327 0.475 -0.428 0.445 0.00
I 2.42138 0.12021 -2.44315 -0.396 0.407 0.468 0.00
I 0.60512 0.58983 2.75725 0.337 0.343 5.989 1.12
H -1.78450 -2.07545 0.57606 -1.687 -1.870 -2.030 0.00
H -0.51877 -1.81703 1.60129 0.535 -0.645 0.784 0.00
H -1.83858 -0.77750 1.68751 -0.743 0.820 0.379 0.00

No. 5
83
Properties=species:S:1:pos:R:3:forces:R:3:mulliken_charge:R:1 method="wB97M-V/def2-TZVPD" de_lowest_kcal_mol=176.3 total_energy_ha=-2253.72423 homo_ev=-8.27 spin_multiplicity=1 smiles="C=CCc1cc([PH2]=N)c2nc(NCCC)cnc2c1.CCOC(=O)OC.CCOC(=O)OC.CCOC(=O)OC" gap_ev=7.1
C 5.35596 -1.26201 -0.15855 -2.291 -1.243 0.742 -0.61
C 4.12011 -1.97857 -0.15747 1.430 0.772 -0.138 -0.40
C 2.80714 -1.60351 0.66897 0.290 -0.983 0.526 -0.14
C 1.74650 -0.71522 -0.15065 -2.870 2.238 -0.254 0.47
C 1.79309 -0.44445 -1.69232 -3.215 1.783 1.083 -0.65
C 0.65856 0.42322 -2.34821 0.644 -0.795 3.348 0.28
P 0.66519 0.81192 -4.22133 -0.093 -1.497 -0.207 0.18
N 0.73410 -0.49690 -5.14790 1.224 1.356 0.222 -0.68
C -0.53419 1.01283 -1.48071 1.011 -0.544 0.146 0.13
N -1.54163 1.75986 -2.18922 -1.242 -0.197 5.261 -0.44
C -2.57063 2.22659 -1.31989 2.305 -0.969 0.353 0.16
N -3.70490 2.98520 -1.92784 1.959 -1.795 -1.215 -0.42
C -4.52303 1.90741 -2.63510 -1.534 -0.810 1.073 -0.37
C -5.31130 1.10814 -1.45872 0.132 -0.200 -0.720 -0.35
C -4.71888 -0.36257 -1.15608 -0.117 0.154 0.482 -0.78
C -2.55994 1.98967 0.21841 1.317 -0.742 -0.132 -0.24
N -1.57633 1.27291 0.95993 -1.123 1.425 -5.829 -0.56
C -0.57853 0.77626 0.04767 2.107 -1.374 -0.062 0.31
C 0.58781 -0.09225 0.67754 0.931 -0.093 -2.932 -0.58
H 5.79648 -0.99087 0.87544 -1.077 0.879 -2.016 0.22
H 5.88408 -1.02351 -1.14232 -0.004 -1.382 1.754 0.24
H 4.08091 -2.94945 -0.78240 -0.570 2.275 0.000 0.35
H 2.26289 -2.58095 0.96464 0.751 1.512 -0.521 0.10
H 3.05769 -1.08379 1.67191 -0.319 -0.571 -1.742 0.37
H 2.64124 -0.89352 -2.33201 -1.650 0.887 1.122 0.30
H 1.77364 1.71178 -4.43256 -0.736 -0.161 0.403 0.09
H -0.53624 1.55684 -4.54259 0.931 -0.170 0.907 0.10
H 1.60582 -0.37872 -5.70939 -0.869 -0.503 0.427 0.22
H -3.24979 3.48557 -2.72438 -0.322 -0.197 0.930 0.38
H -3.85771 1.17050 -3.21363 -0.995 1.228 0.628 0.26
H -5.34493 2.36562 -3.30369 1.699 -0.400 0.924 0.34
H -5.31599 1.80567 -0.54063 -0.082 -1.294 -1.360 0.06
H -6.39287 0.96696 -1.79869 1.449 0.293 0.530 0.41
H -4.09102 -0.79442 -2.01656 -1.099 0.758 1.110 0.22
H -4.02418 -0.35714 -0.23352 -1.202 -0.073 -1.382 0.16
H -5.62207 -1.05249 -0.96509 1.647 0.867 -0.171 0.30
H -3.43291 2.44367 0.82172 1.615 -0.808 -1.126 0.27
H 0.57123 -0.26780 1.81916 -0.044 0.358 -2.120 0.26
C -5.58163 4.58876 3.00390 -0.020 0.083 -0.310 -1.04
C -6.81915 4.10655 3.73600 0.567 -0.232 0.123 -0.21
O -7.95985 4.89882 3.38335 -0.452 -0.145 -0.287 -0.35
C -8.54289 4.58421 2.21442 0.205 0.101 0.012 0.77
O -8.19767 3.70447 1.46136 -0.219 0.364 0.347 -0.55
O -9.56500 5.43408 2.01683 0.313 -0.323 0.194 -0.33
C -10.23087 5.25699 0.76814 -0.299 0.008 -0.394 -0.63
H -5.43100 5.65881 3.16616 0.021 -0.100 0.136 0.31
H -4.69629 4.04893 3.34663 -0.060 0.034 0.031 0.35
H -5.67965 4.44081 1.92555 -0.019 -0.097 0.100 0.26
H -6.67600 4.22503 4.81254 -0.275 0.171 -0.115 0.30
H -7.00947 3.04537 3.55240 -0.102 0.183 -0.159 0.30
H -10.53972 4.21906 0.62645 0.195 0.096 -0.002 0.29
H -9.58228 5.57996 -0.04955 -0.032 -0.185 0.053 0.29
H -11.12328 5.88415 0.77192 0.200 0.023 0.249 0.22
C 12.28253 -0.62961 -1.30782 -0.056 0.235 0.210 -1.09
C 11.25713 -0.86187 -2.40086 0.625 -0.119 -0.088 -0.18
O 9.92752 -0.67278 -1.89997 -0.395 0.400 -0.117 -0.35
C 9.52077 0.60419 -1.80639 0.220 -0.105 0.119 0.70
O 10.16449 1.57999 -2.11082 -0.365 -0.425 0.096 -0.56
O 8.27856 0.60884 -1.29223 0.348 -0.103 -0.264 -0.22
C 7.74939 1.91472 -1.06947 -0.282 0.409 0.101 -0.70
H 12.05863 -1.24569 -0.43346 0.043 -0.090 -0.142 0.29
H 13.28644 -0.86918 -1.66416 -0.076 -0.015 0.000 0.36
H 12.27402 0.41112 -0.97534 0.024 -0.055 -0.146 0.31
H 11.31792 -1.89705 -2.74466 -0.317 0.081 0.117 0.29
H 11.44096 -0.22362 -3.26965 -0.154 0.084 0.200 0.31
H 7.81182 2.52771 -1.97118 0.156 -0.073 0.138 0.32
H 8.27625 2.39443 -0.24132 0.029 0.034 -0.190 0.31
H 6.69818 1.80882 -0.79733 0.162 -0.270 -0.026 0.21
C 0.36811 -7.91502 2.78746 0.102 0.203 0.221 -1.08
C -0.63156 -7.41442 1.76261 0.422 -0.452 -0.138 -0.16
O -1.56914 -6.51275 2.36436 -0.050 0.567 -0.075 -0.36
C -1.13274 -5.25393 2.53575 0.041 -0.190 0.114 0.77
O -0.04506 -4.82898 2.22315 -0.501 -0.127 0.099 -0.55
O -2.10905 -4.55283 3.13683 0.277 -0.299 -0.305 -0.34
C -1.74763 -3.20848 3.44523 0.029 0.501 0.128 -0.59
H -0.14775 -8.34134 3.65136 -0.023 -0.087 -0.147 0.30
H 1.01925 -8.67522 2.35114 -0.069 0.032 0.005 0.36
H 0.99214 -7.09890 3.15939 -0.019 -0.047 -0.147 0.29
H -1.21068 -8.25617 1.37590 -0.200 0.244 0.141 0.29
H -0.13450 -6.94700 0.90798 -0.069 0.141 0.211 0.30
H -1.36379 -2.68847 2.56460 0.072 -0.146 0.112 0.24
H -1.00972 -3.19641 4.25099 0.040 0.022 -0.183 0.29
H -2.64314 -2.68858 3.78793 -0.025 -0.314 -0.066 0.25

No. 6
14
Properties=species:S:1:pos:R:3:forces:R:3:nbo_charge:R:1 method="wB97M-V/def2-TZVPD" de_lowest_kcal_mol=121.8 total_energy_ha=-270.36377 homo_ev=-9.15 spin_multiplicity=1 gap_ev=9.9
C 0.01635 -1.61371 0.55832 0.078 -0.113 -0.069 -0.41
C -1.07243 -0.74322 1.11597 -0.112 0.071 0.035 -0.41
C 0.17915 -0.11573 0.55021 0.117 0.111 -0.020 -0.26
C 0.08482 0.63574 -0.73979 -0.164 -0.058 0.069 0.00
C 0.38102 2.08865 -0.80069 -0.430 -0.100 -0.084 -0.24
O 1.32274 0.74638 -1.50864 0.027 0.403 0.367 -0.59
H -0.16081 -2.10825 -0.39595 0.019 0.143 0.208 0.22
H 0.62899 -2.18776 1.25028 -0.147 0.162 -0.146 0.22
H -1.21423 -0.70721 2.19429 0.069 -0.011 -0.269 0.22
H -1.99452 -0.64558 0.54369 0.238 -0.024 0.096 0.21
H 0.87858 0.32141 1.26240 -0.154 -0.106 -0.142 0.23
H -0.67398 0.22950 -1.41778 0.135 0.112 0.121 0.19
H -0.12553 2.54598 -1.66687 0.173 -0.176 0.133 0.15
H 1.74985 1.55378 -0.94545 0.153 -0.413 -0.300 0.47